Record 1
Density functional theory data (the ωB97M-V functional and the def2-TZVPD basis) for a molecular structure, C29H44Cl2N4O9PdSSi.

- ΔE to the lowest compared entry with this formula, charge and spin: 43.7 kcal/mol
- LUMO level: 3.44 eV
- Orbital gap: 3.67 eV

The geometry in ORCA input format:
```
! RIJCOSX wB97M-V def2-TZVPD def2/J DEFGRID3
* xyz -2 1
Pd -0.17141 -0.39947 1.06936
Cl -4.36103 -4.72847 2.30381
C -3.24090 -3.91605 3.38023
C -3.18981 -4.33631 4.69977
C -2.35058 -3.73249 5.59689
Cl -2.32639 -4.29466 7.26218
C -1.51874 -2.66132 5.19409
C -0.65041 -1.97235 6.06785
C 0.10301 -0.93422 5.59485
C -0.00440 -0.58464 4.23817
N -0.79679 -1.21336 3.40210
C -1.55684 -2.23802 3.84224
C -2.45010 -2.86709 2.83620
O -2.49857 -2.48918 1.65570
H -3.82679 -5.15025 5.02035
H -0.59353 -2.27868 7.10501
H 0.78186 -0.38944 6.23838
H 0.59892 0.21026 3.81017
C -6.39305 0.84685 -4.14819
C -5.50225 1.91358 -4.75808
S -3.74269 1.62577 -4.58846
O -3.52895 0.20335 -4.48747
O -3.11670 2.37298 -5.65032
C -3.29954 2.39099 -3.05092
C -4.10723 1.85326 -1.87376
N -3.31815 1.84714 -0.66271
C -2.69183 0.75195 -0.16098
N -1.94760 1.06066 0.88991
C -2.08210 2.38615 1.09619
C -2.92208 2.91352 0.13701
N -3.33696 4.22833 -0.02189
O -4.09861 4.51154 -0.95563
O -2.91447 5.06480 0.76344
C -2.81946 -0.60480 -0.73992
H -7.31452 0.76508 -4.72551
H -6.66270 1.08045 -3.11963
H -5.89501 -0.12179 -4.15996
H -5.68686 2.90646 -4.34666
H -5.63509 1.98928 -5.83840
H -3.43910 3.46209 -3.18083
H -2.23412 2.19269 -2.91407
H -4.42012 0.82591 -2.05779
H -4.99227 2.46848 -1.70492
H -1.57423 2.90941 1.88459
H -3.83430 -0.99268 -0.62351
H -2.15113 -1.26578 -0.18387
H -2.55733 -0.60025 -1.80037
C 6.57512 -0.47136 0.19641
C 5.46967 -0.02180 1.15309
C 5.97651 1.09269 2.06736
C 5.00238 -1.20468 1.99701
O 4.43280 0.53747 0.37021
Si 2.95825 -0.17457 0.00548
O 2.10514 -0.56939 1.25894
O 2.32654 0.90443 -1.09161
C 1.66059 2.13814 -0.87972
C 0.31889 2.01975 -1.59824
C 1.44294 2.43562 0.60089
C 2.51521 3.22869 -1.51787
O 3.44158 -1.43650 -0.98321
C 2.60775 -2.35713 -1.70097
C 1.29666 -2.65670 -0.97981
C 2.32489 -1.76764 -3.08213
C 3.42877 -3.63476 -1.83011
H 7.42760 -0.89276 0.73656
H 6.91792 0.37749 -0.39755
H 6.17291 -1.22262 -0.48124
H 6.83087 0.76483 2.66449
H 5.17778 1.40381 2.73934
H 6.27503 1.95312 1.46719
H 5.82227 -1.55284 2.63380
H 4.68598 -2.02752 1.35861
H 4.14771 -0.92642 2.60914
H -0.21995 1.17674 -1.15927
H 0.48029 1.83329 -2.66258
H -0.27129 2.93507 -1.47616
H 0.91516 1.58792 1.05383
H 0.86116 3.35496 0.71866
H 2.39551 2.55813 1.11823
H 2.67567 3.00482 -2.57316
H 3.48456 3.26661 -1.02405
H 2.03519 4.20749 -1.43365
H 0.65655 -1.76490 -0.90692
H 1.48640 -2.98027 0.04316
H 0.73833 -3.43406 -1.51182
H 1.80216 -0.82048 -2.97578
H 1.71264 -2.44709 -3.68020
H 3.26479 -1.58196 -3.60744
H 3.62941 -4.04682 -0.84122
H 4.38213 -3.41235 -2.31265
H 2.90051 -4.38615 -2.41967
*
```

Okay, here come the Löwdin numbers, in e, for every atom: atom 1 (Pd): 0.310, atom 2 (Cl): 0.585, atom 3 (C): -0.607, atom 4 (C): -0.185, atom 5 (C): -0.644, atom 6 (Cl): 0.579, atom 7 (C): -0.200, atom 8 (C): -0.065, atom 9 (C): -0.077, atom 10 (C): -0.154, atom 11 (N): 0.090, atom 12 (C): -0.130, atom 13 (C): -0.445, atom 14 (O): -0.068, atom 15 (H): 0.087, atom 16 (H): 0.070, atom 17 (H): 0.088, atom 18 (H): 0.091, atom 19 (C): -0.121, atom 20 (C): -0.292, atom 21 (S): 0.640, atom 22 (O): -0.313, atom 23 (O): -0.327, atom 24 (C): -0.200, atom 25 (C): -0.154, atom 26 (N): 0.045, atom 27 (C): -0.312, atom 28 (N): 0.074, atom 29 (C): -0.019, atom 30 (C): -0.169, atom 31 (N): -0.353, atom 32 (O): 0.013, atom 33 (O): 0.050, atom 34 (C): -0.006, atom 35 (H): 0.072, atom 36 (H): 0.069, atom 37 (H): 0.073, atom 38 (H): 0.102, atom 39 (H): 0.096, atom 40 (H): 0.102, atom 41 (H): 0.108, atom 42 (H): 0.108, atom 43 (H): 0.121, atom 44 (H): 0.123, atom 45 (H): 0.095, atom 46 (H): 0.043, atom 47 (H): 0.086, atom 48 (C): -0.040, atom 49 (C): -0.668, atom 50 (C): -0.045, atom 51 (C): -0.051, atom 52 (O): -0.114, atom 53 (Si): 0.009, atom 54 (O): -0.337, atom 55 (O): -0.112, atom 56 (C): -0.652, atom 57 (C): -0.049, atom 58 (C): -0.061, atom 59 (C): -0.040, atom 60 (O): -0.120, atom 61 (C): -0.648, atom 62 (C): -0.055, atom 63 (C): -0.037, atom 64 (C): -0.050, atom 65 (H): 0.073, atom 66 (H): 0.078, atom 67 (H): 0.076, atom 68 (H): 0.072, atom 69 (H): 0.083, atom 70 (H): 0.076, atom 71 (H): 0.079, atom 72 (H): 0.077, atom 73 (H): 0.075, atom 74 (H): 0.052, atom 75 (H): 0.083, atom 76 (H): 0.077, atom 77 (H): 0.023, atom 78 (H): 0.078, atom 79 (H): 0.082, atom 80 (H): 0.077, atom 81 (H): 0.079, atom 82 (H): 0.076, atom 83 (H): 0.048, atom 84 (H): 0.085, atom 85 (H): 0.084, atom 86 (H): 0.071, atom 87 (H): 0.077, atom 88 (H): 0.080, atom 89 (H): 0.081, atom 90 (H): 0.075, atom 91 (H): 0.074

=====

Record 2
Density functional theory data (the ωB97M-V functional and the def2-TZVPD basis) for 7 unconnected molecules or ions with the total composition C29H44ClN4O14 at a distorted geometry.

- LUMO level: -3.59 eV
- Orbital gap: 7.44 eV

The geometry in ORCA input format:
```
! RIJCOSX wB97M-V def2-TZVPD def2/J DEFGRID3
* xyz 1 1
O -6.22205 0.95926 -1.22897
C -6.91371 1.96040 -1.43900
O -7.83998 2.12909 -2.49132
C -7.36590 1.55524 -3.73339
C -6.52888 2.58492 -4.65905
N -6.82981 3.99602 -4.28569
Cl -8.13948 4.88333 -4.95805
C -6.06332 4.62273 -3.38340
N -4.90814 4.02217 -2.75949
C -4.42298 5.02382 -1.86070
N -5.26234 6.17244 -1.95451
N -6.24408 5.97260 -2.87837
H -6.83455 2.81658 -0.67334
H -8.31031 1.28860 -4.33747
H -6.78240 0.58417 -3.62555
H -5.41774 2.32739 -4.66084
H -6.91265 2.42879 -5.73102
H -3.49724 4.81685 -1.24005
H -5.10145 7.01455 -1.37714
H -7.00293 6.61304 -3.16004
O -4.60572 -0.57852 -3.87999
C -3.59796 -0.35040 -3.25142
O -2.43634 0.07411 -3.81245
C -1.41609 0.14180 -2.80171
C -2.16189 0.25775 -1.49482
C -3.42476 -0.53167 -1.76660
H -0.81052 -0.76828 -2.85504
H -0.77238 1.00648 -2.98509
H -1.59202 -0.10861 -0.63984
H -2.41795 1.30690 -1.30596
H -3.29457 -1.59450 -1.54844
H -4.27650 -0.12740 -1.22011
O 0.30031 2.56664 -2.93292
C 0.65508 2.56157 -4.08662
O 0.66820 1.45306 -4.87011
C 1.24569 1.77439 -6.14173
C 1.08469 3.26988 -6.28426
C 1.18455 3.74590 -4.85001
H 2.29554 1.46765 -6.13515
H 0.72392 1.22980 -6.92986
H 1.82252 3.72095 -6.94936
H 0.09014 3.50004 -6.67888
H 2.21974 3.92785 -4.55194
H 0.57261 4.63056 -4.67593
O -1.45569 -1.33454 1.11417
C -0.44582 -1.10364 1.73371
O 0.71347 -0.68059 1.16417
C 1.73769 -0.61040 2.16971
C 0.99933 -0.49157 3.47960
C -0.26367 -1.28014 3.21855
H 2.34252 -1.51978 2.11544
H 2.38038 0.25392 1.98365
H 1.57461 -0.85653 4.33163
H 0.74493 0.55696 3.66795
H -0.13232 -2.34235 3.43801
H -1.11157 -0.87394 3.76997
O 2.38919 -3.80086 3.50696
C 3.53209 -4.04438 3.19993
O 4.61069 -3.72995 3.96366
C 5.80872 -4.06049 3.25114
C 5.39486 -5.09709 2.23458
C 3.97370 -4.68815 1.91391
H 6.19790 -3.15121 2.78298
H 6.55443 -4.44644 3.94769
H 6.04978 -5.13052 1.36226
H 5.39617 -6.08922 2.69520
H 3.93387 -3.94650 1.11215
H 3.35202 -5.55011 1.67300
O 4.05996 1.05925 1.96946
C 4.54117 2.07626 1.53917
O 5.83982 2.19994 1.16011
C 6.10442 3.56225 0.80392
C 4.75564 4.15328 0.46475
C 3.82555 3.39117 1.38529
H 6.57448 4.06052 1.65673
H 6.78964 3.59326 -0.04450
H 4.71436 5.23567 0.59631
H 4.50437 3.93063 -0.57701
H 3.74110 3.86736 2.36495
H 2.84127 3.25242 0.93833
O 4.13402 -6.36473 5.22899
C 3.12951 -6.61956 5.84217
O 3.08736 -7.43289 6.93176
C 1.72515 -7.60446 7.34352
C 0.98720 -6.41330 6.77781
C 1.75083 -6.13487 5.50027
H 1.35593 -8.55254 6.94125
H 1.67233 -7.63890 8.43287
H -0.07680 -6.59902 6.62236
H 1.08450 -5.56034 7.45669
H 1.36569 -6.71866 4.66075
H 1.75886 -5.07314 5.25964
*
```

Okay, here come the Löwdin numbers, in e, for every atom: atom 1 (O): 0.062, atom 2 (C): -0.263, atom 3 (O): -0.076, atom 4 (C): -0.138, atom 5 (C): -0.121, atom 6 (N): -0.459, atom 7 (Cl): 0.794, atom 8 (C): -0.299, atom 9 (N): 0.142, atom 10 (C): 0.015, atom 11 (N): 0.035, atom 12 (N): 0.092, atom 13 (H): 0.157, atom 14 (H): 0.143, atom 15 (H): 0.124, atom 16 (H): 0.140, atom 17 (H): 0.139, atom 18 (H): 0.164, atom 19 (H): 0.188, atom 20 (H): 0.159, atom 21 (O): 0.080, atom 22 (C): -0.471, atom 23 (O): 0.028, atom 24 (C): -0.152, atom 25 (C): -0.149, atom 26 (C): -0.073, atom 27 (H): 0.140, atom 28 (H): 0.071, atom 29 (H): 0.086, atom 30 (H): 0.116, atom 31 (H): 0.143, atom 32 (H): 0.096, atom 33 (O): 0.093, atom 34 (C): -0.463, atom 35 (O): 0.032, atom 36 (C): -0.148, atom 37 (C): -0.161, atom 38 (C): -0.079, atom 39 (H): 0.133, atom 40 (H): 0.132, atom 41 (H): 0.122, atom 42 (H): 0.122, atom 43 (H): 0.136, atom 44 (H): 0.127, atom 45 (O): 0.091, atom 46 (C): -0.464, atom 47 (O): 0.034, atom 48 (C): -0.156, atom 49 (C): -0.155, atom 50 (C): -0.078, atom 51 (H): 0.118, atom 52 (H): 0.082, atom 53 (H): 0.122, atom 54 (H): 0.119, atom 55 (H): 0.129, atom 56 (H): 0.126, atom 57 (O): 0.079, atom 58 (C): -0.481, atom 59 (O): 0.026, atom 60 (C): -0.156, atom 61 (C): -0.162, atom 62 (C): -0.075, atom 63 (H): 0.128, atom 64 (H): 0.131, atom 65 (H): 0.119, atom 66 (H): 0.116, atom 67 (H): 0.132, atom 68 (H): 0.131, atom 69 (O): 0.102, atom 70 (C): -0.450, atom 71 (O): 0.040, atom 72 (C): -0.160, atom 73 (C): -0.165, atom 74 (C): -0.076, atom 75 (H): 0.131, atom 76 (H): 0.129, atom 77 (H): 0.119, atom 78 (H): 0.120, atom 79 (H): 0.137, atom 80 (H): 0.129, atom 81 (O): 0.121, atom 82 (C): -0.459, atom 83 (O): 0.034, atom 84 (C): -0.164, atom 85 (C): -0.161, atom 86 (C): -0.084, atom 87 (H): 0.128, atom 88 (H): 0.126, atom 89 (H): 0.119, atom 90 (H): 0.122, atom 91 (H): 0.141, atom 92 (H): 0.105